Computed, not measured: a structure of composition C47H51AsN9OPRuSSi2, with wB97M-V/def2-TZVPD.

Element x y z (Å)
Ru -1.076 1.010 -0.560
C -1.917 0.986 5.031
N -1.666 1.378 3.650
C -1.222 0.671 2.612
N -1.329 1.384 1.502
C -1.861 2.560 1.945
N -2.071 2.596 3.233
C -0.742 0.465 5.823
C -1.037 -0.026 7.093
C -0.031 -0.492 7.921
C 1.280 -0.507 7.475
C 1.574 -0.046 6.198
C 0.567 0.460 5.374
C 2.953 -0.166 5.728
N 3.985 -0.520 6.406
N 5.040 -0.588 5.507
C 4.560 -0.270 4.358
O 3.233 0.024 4.413
C 5.236 -0.270 3.063
C 6.538 -0.749 2.984
C 7.164 -0.814 1.749
C 6.493 -0.408 0.607
C 5.196 0.089 0.689
C 4.519 0.530 -0.585
N 3.162 1.004 -0.395
C 2.013 0.345 -0.462
N 1.008 1.164 -0.182
C 1.638 2.346 0.085
N 2.939 2.287 -0.026
C 4.570 0.162 1.920
H -2.706 0.231 5.034
H -2.324 1.887 5.487
H -0.860 -0.339 2.689
H -2.137 3.359 1.289
H -2.064 -0.031 7.440
H -0.271 -0.858 8.910
H 2.078 -0.891 8.094
H 0.821 0.834 4.390
H 7.040 -1.077 3.884
H 8.175 -1.191 1.677
H 6.985 -0.474 -0.357
H 4.485 -0.290 -1.304
H 5.060 1.356 -1.046
H 1.930 -0.697 -0.720
H 1.119 3.247 0.362
H 3.564 0.551 2.005
C -2.388 0.968 -7.217
C -1.068 0.614 -7.003
C -0.537 0.622 -5.719
C -1.320 0.989 -4.625
C -2.651 1.339 -4.859
C -3.181 1.330 -6.137
P -0.584 1.122 -2.943
C 1.108 0.542 -3.282
C 1.332 -0.833 -3.291
C 2.582 -1.343 -3.613
C 3.621 -0.476 -3.928
C 3.407 0.896 -3.914
C 2.154 1.404 -3.598
C -0.579 2.886 -2.587
C -0.344 3.950 -3.450
C -0.470 5.240 -2.965
C -0.861 5.412 -1.642
C -1.117 4.330 -0.806
C -0.990 2.999 -1.240
H -2.800 0.962 -8.217
H -0.440 0.329 -7.837
H 0.495 0.334 -5.583
H -3.296 1.617 -4.042
H -4.217 1.602 -6.290
H 0.520 -1.512 -3.045
H 2.745 -2.413 -3.622
H 4.595 -0.869 -4.191
H 4.213 1.574 -4.166
H 1.995 2.475 -3.586
H -0.079 3.771 -4.487
H -0.281 6.095 -3.600
H -0.977 6.416 -1.250
H -1.428 4.596 0.196
C 0.448 -2.656 2.431
Si -0.811 -3.239 1.165
C -2.336 -3.879 2.043
C 0.057 -4.618 0.247
As -1.423 -1.492 -0.326
Si -3.097 -2.580 -1.613
C -3.377 -1.614 -3.177
C -4.702 -2.662 -0.656
C -2.599 -4.318 -2.090
H 0.707 -3.504 3.070
H 0.101 -1.865 3.095
H 1.366 -2.314 1.949
H -2.040 -4.526 2.872
H -2.966 -4.466 1.373
H -2.948 -3.070 2.448
H 0.223 -5.447 0.942
H 1.035 -4.283 -0.105
H -0.492 -5.005 -0.606
H -3.712 -0.599 -2.964
H -4.153 -2.108 -3.767
H -2.480 -1.547 -3.795
H -5.019 -1.687 -0.291
H -4.637 -3.338 0.197
H -5.481 -3.039 -1.324
H -1.605 -4.360 -2.536
H -3.312 -4.672 -2.840
H -2.631 -5.015 -1.252
S -5.482 2.158 -1.116
C -5.302 1.117 0.223
C -4.013 0.721 0.329
N -3.162 1.228 -0.635
C -3.829 2.006 -1.449
H -6.134 0.843 0.850
H -3.620 0.048 1.072
H -3.346 2.589 -2.215

Summary:
Relative energy (zero: lowest compared OMol25 entry of this formula, charge and spin) (kcal/mol): 0.0
Frontier orbital gap (alpha / beta) (eV): 7.962 / 6.400
E (a.u.): -6038.7658
Charge: +1
Spin multiplicity: 2
⟨S²⟩: 0.76
E_HOMO (alpha / beta) (Eh): -0.3631 / -0.3719